No. 1
Molecular formula: CH9N5
Method: DFT, ωB97M-V with the def2-TZVPD basis set

```
! wB97M-V def2-TZVPD RIJCOSX def2/J DEFGRID3
* xyz 2 1
C 11.270 0.366 1.371
N 11.070 0.202 0.125
N -13.083 -0.307 1.318
N -12.537 -0.175 -1.209
N 11.656 -0.683 -0.704
N -13.658 0.632 1.251
H 12.113 -0.132 1.772
H 10.661 0.831 2.148
H 10.268 0.680 -0.313
H -12.956 -1.040 -1.620
H -11.493 -0.359 -1.105
H 11.199 -1.010 -1.491
H 12.529 -1.123 -0.277
H -12.889 1.159 -1.623
H -14.148 0.958 0.356
*
```

Highest occupied orbital energy: -15.8 eV
Lowest unoccupied orbital energy: -0.31843 hartree
Strongest force on any atom: 5.96 eV Å⁻¹
Energy above the lowest of the compared OMol25 structures with the same formula, charge and spin: 590.5 kJ/mol
Calculated total energy: -316.46664 Eh
Frontier orbital gap: 7.14 eV

No. 2
Molecular formula: C4H11N3O2
Method: DFT, ωB97M-V with the def2-TZVPD basis set

```
! wB97M-V def2-TZVPD RIJCOSX def2/J DEFGRID3
* xyz 0 1
H 2.330 1.703 1.531
N 1.840 1.434 0.608
C 1.916 0.398 -0.092
N 2.147 -0.933 0.412
N 1.238 0.212 -1.340
C 1.704 1.041 -2.427
H 2.428 -1.603 -0.361
H 2.713 -0.946 1.192
H 0.266 0.245 -1.115
H 1.185 0.802 -3.351
H 2.703 0.706 -2.749
H 1.554 2.088 -2.451
C -1.816 0.271 1.794
C -2.203 -0.751 0.790
O -1.460 -1.401 0.061
O -3.331 -0.402 0.378
H -2.137 -0.064 2.810
H -2.291 1.250 1.504
H -0.714 0.528 1.649
H -3.898 -1.019 -0.315
*
```

Highest occupied orbital energy: -9.0 eV
Lowest unoccupied orbital energy: 0.02040 hartree
Strongest force on any atom: 9.39 eV Å⁻¹
Energy above the lowest of the compared OMol25 structures with the same formula, charge and spin: 311.0 kJ/mol
Calculated total energy: -473.68431 Eh
Frontier orbital gap: 9.52 eV
Structure (SMILES): [H]/N=C(\N)NC.CC(=O)O

No. 3
Molecular formula: C43H34N2P2ReSSe4
Method: DFT, ωB97M-V with the def2-TZVPD basis set

```
! wB97M-V def2-TZVPD RIJCOSX def2/J DEFGRID3
* xyz 0 4
Re 1.629 0.784 0.879
C -0.310 -0.673 -2.021
P -2.014 0.086 -1.804
C -2.145 1.284 -3.193
C -1.133 2.202 -3.462
C -1.299 3.195 -4.417
C -2.488 3.293 -5.122
C -3.512 2.396 -4.856
C -3.343 1.406 -3.901
C -2.987 -1.311 -2.494
C -3.842 -1.997 -1.638
C -4.552 -3.109 -2.078
C -4.418 -3.539 -3.387
C -3.568 -2.860 -4.254
C -2.857 -1.759 -3.810
C 0.045 -1.458 -0.796
C -0.227 -2.795 -0.621
C 0.005 -3.113 0.744
C 0.437 -1.964 1.345
C 0.585 -1.603 2.798
P 0.300 0.202 2.792
C -1.499 0.413 2.699
C -2.312 -0.483 2.010
C -3.684 -0.276 1.973
C -4.247 0.832 2.586
C -3.434 1.738 3.254
C -2.068 1.527 3.314
C 0.723 0.920 4.395
C 1.506 2.066 4.471
C 1.770 2.641 5.707
C 1.259 2.072 6.863
C 0.476 0.925 6.790
C 0.202 0.354 5.560
N 0.523 -0.941 0.401
H 0.412 0.086 -2.308
H -0.381 -1.380 -2.849
H -0.214 2.168 -2.901
H -0.498 3.902 -4.598
H -2.621 4.069 -5.865
H -4.450 2.466 -5.394
H -4.154 0.715 -3.708
H -3.950 -1.650 -0.619
H -5.211 -3.634 -1.398
H -4.973 -4.400 -3.736
H -3.462 -3.193 -5.279
H -2.196 -1.236 -4.492
H -0.623 -3.451 -1.381
H -0.173 -4.057 1.234
H 1.582 -1.786 3.200
H -0.150 -2.121 3.415
H -1.891 -1.345 1.506
H -4.314 -0.987 1.455
H -5.316 0.993 2.541
H -3.864 2.609 3.731
H -1.442 2.240 3.837
H 1.901 2.515 3.566
H 2.376 3.537 5.761
H 1.467 2.522 7.825
H 0.075 0.482 7.692
H -0.424 -0.529 5.503
S 3.820 -2.064 -1.977
C 3.263 -0.815 -3.050
C 3.248 -0.792 -4.441
C 2.801 0.356 -5.065
C 2.394 1.470 -4.321
C 2.399 1.443 -2.942
C 2.810 0.276 -2.304
N 2.862 0.084 -0.932
C 3.448 -1.041 -0.635
C 3.795 -1.317 0.753
C 4.778 -2.230 1.125
C 5.181 -2.291 2.447
C 4.639 -1.404 3.371
C 3.674 -0.483 2.983
C 3.197 -0.442 1.669
H 3.586 -1.644 -5.015
H 2.780 0.401 -6.146
H 2.070 2.363 -4.835
H 2.095 2.301 -2.351
H 5.244 -2.867 0.382
H 5.941 -2.999 2.748
H 4.982 -1.418 4.398
H 3.292 0.212 3.721
Se -0.154 2.507 0.263
Se 0.627 4.467 1.265
Se 2.737 4.518 0.320
Se 3.463 2.421 1.097
*
```

⟨S²⟩: 3.780
Highest occupied orbital energy (alpha / beta): -7.2 / -7.4 eV
Lowest unoccupied orbital energy (alpha / beta): -0.00804 / -0.04984 hartree
Strongest force on any atom: 1.32 eV Å⁻¹
Calculated total energy: -12533.51688 Eh
Frontier orbital gap (alpha / beta): 7.01 / 6.06 eV

No. 4
Molecular formula: C3H8N2O2
Method: DFT, ωB97M-V with the def2-TZVPD basis set

```
! wB97M-V def2-TZVPD RIJCOSX def2/J DEFGRID3
* xyz 0 1
N 2.281 1.110 -0.358
C 0.909 0.983 -0.350
O 0.222 1.962 -0.119
N 0.500 -0.334 -0.518
C -0.815 -0.976 -0.487
C -1.671 -0.651 0.754
O -1.471 0.633 1.270
H 2.612 2.030 -0.126
H 2.935 0.427 -0.696
H 1.207 -0.914 -0.937
H -0.601 -2.051 -0.433
H -1.378 -0.815 -1.416
H -1.502 -1.390 1.550
H -2.721 -0.772 0.447
H -0.506 0.756 1.418
*
```

Highest occupied orbital energy: -9.4 eV
Lowest unoccupied orbital energy: 0.02270 hartree
Strongest force on any atom: 1.21 eV Å⁻¹
Energy above the lowest of the compared OMol25 structures with the same formula, charge and spin: 107.8 kJ/mol
Calculated total energy: -379.09994 Eh
Frontier orbital gap: 10.00 eV
Structure (SMILES): NC(=O)NCCO

No. 5
Molecular formula: CH2ClNO2
Method: DFT, ωB97M-V with the def2-TZVPD basis set

```
! wB97M-V def2-TZVPD RIJCOSX def2/J DEFGRID3
* xyz 0 1
C 0.832 1.054 -0.718
N -0.846 -1.155 0.726
O 0.334 1.781 0.064
O -0.194 -1.223 -0.389
Cl 1.957 1.234 -1.913
H -1.783 -0.757 0.675
H -0.300 -0.933 1.555
*
```

Highest occupied orbital energy (alpha / beta): -8.4 / -9.2 eV
Lowest unoccupied orbital energy (alpha / beta): 0.00677 / -0.00986 hartree
Strongest force on any atom: 2.95 eV Å⁻¹
Energy above the lowest of the compared OMol25 structures with the same formula, charge and spin: 364.9 kJ/mol
Calculated total energy: -704.58146 Eh
Frontier orbital gap (alpha / beta): 8.57 / 8.96 eV

No. 6
Molecular formula: C3H4N2O2P
Method: DFT, ωB97M-V with the def2-TZVPD basis set

```
! wB97M-V def2-TZVPD RIJCOSX def2/J DEFGRID3
* xyz -1 1
C -0.775 -0.570 1.440
C 0.504 -0.605 0.911
C -0.912 0.524 -0.598
N -1.527 0.181 0.538
N 0.324 -0.063 -0.460
O 1.605 -1.127 1.226
O -1.395 1.116 -1.549
P 1.947 0.068 -0.962
H -1.084 -0.424 2.424
H -2.324 0.679 0.942
H 1.678 1.068 -2.005
H 1.959 -0.848 -1.908
*
```

Highest occupied orbital energy: -2.5 eV
Lowest unoccupied orbital energy: 0.15108 hartree
Strongest force on any atom: 3.30 eV Å⁻¹
Energy above the lowest of the compared OMol25 structures with the same formula, charge and spin: 41.8 kJ/mol
Calculated total energy: -718.08929 Eh
Frontier orbital gap: 6.58 eV

No. 7
Molecular formula: C24H45NO14
Method: DFT, ωB97M-V with the def2-TZVPD basis set

```
! wB97M-V def2-TZVPD RIJCOSX def2/J DEFGRID3
* xyz 0 1
C -6.161 -0.128 2.278
C -5.009 0.318 2.948
C -3.878 -0.184 2.305
N -4.360 -0.999 1.295
C -5.750 -1.005 1.254
H -7.255 -0.006 2.521
H -5.002 1.083 3.704
H -2.834 -0.135 2.533
H -3.812 -1.622 0.667
H -6.302 -1.548 0.441
C 1.449 -4.276 0.872
O 1.905 -2.963 0.621
C 1.921 -2.545 -0.660
O 1.620 -3.169 -1.685
O 2.465 -1.355 -0.698
C 2.752 -0.813 -1.942
H 2.280 -4.972 0.820
H 0.858 -4.687 0.014
H 0.862 -4.343 1.800
H 3.390 0.067 -1.790
H 1.859 -0.619 -2.505
H 3.348 -1.532 -2.505
C -0.607 -1.633 3.316
O -0.460 -0.301 2.924
C 0.717 0.332 3.203
O 1.612 -0.153 3.893
O 0.744 1.526 2.597
C 1.749 2.425 2.979
H -0.956 -2.148 2.422
H -1.401 -1.653 4.030
H 0.287 -2.165 3.641
H 1.453 3.377 2.497
H 2.737 2.147 2.654
H 1.810 2.546 4.083
C -1.652 5.459 -0.437
O -0.519 4.561 -0.627
C 0.631 4.974 -0.056
O 0.808 5.948 0.609
O 1.486 3.960 -0.292
C 2.829 4.289 -0.130
H -1.540 5.810 0.615
H -2.583 4.921 -0.608
H -1.461 6.259 -1.082
H 3.282 3.704 0.656
H 2.928 5.361 0.097
H 3.297 4.063 -1.135
C 6.310 1.248 -2.413
O 6.248 0.214 -1.424
C 5.375 0.490 -0.392
O 4.938 1.577 -0.181
O 5.158 -0.611 0.295
C 4.522 -0.509 1.553
H 5.455 1.041 -3.088
H 7.289 1.080 -2.901
H 6.154 2.250 -2.049
H 4.157 0.484 1.809
H 5.231 -0.751 2.314
H 3.660 -1.178 1.483
C -1.278 1.194 -0.313
C -1.838 1.241 -1.754
C -0.868 0.389 -2.565
O -0.515 -0.640 -1.671
C -0.698 -0.201 -0.296
H -2.077 1.431 0.458
H -0.420 1.883 -0.287
H -2.032 2.303 -2.100
H -2.855 0.758 -1.861
H 0.004 0.938 -2.891
H -1.327 -0.182 -3.400
H 0.279 -0.269 0.233
H -1.405 -0.892 0.085
C -3.738 -3.240 -2.890
C -2.212 -3.397 -2.830
C -1.922 -3.389 -1.307
O -2.937 -2.584 -0.707
C -4.149 -2.673 -1.485
H -4.147 -4.254 -2.923
H -4.072 -2.744 -3.779
H -1.696 -2.537 -3.233
H -1.768 -4.299 -3.276
H -0.988 -2.892 -0.984
H -1.958 -4.457 -0.886
H -4.597 -1.674 -1.597
H -4.820 -3.321 -0.882
*
```

Highest occupied orbital energy: -7.9 eV
Lowest unoccupied orbital energy: 0.02434 hartree
Strongest force on any atom: 3.02 eV Å⁻¹
Calculated total energy: -2049.52854 Eh
Frontier orbital gap: 8.57 eV
Structure (SMILES): c1cc[nH]c1.COC(=O)OC.COC(=O)OC.COC(=O)OC.COC(=O)OC.C1CCOC1.C1CCOC1

No. 8
Molecular formula: C25H36N3O
Method: DFT, ωB97M-V with the def2-TZVPD basis set

```
! wB97M-V def2-TZVPD RIJCOSX def2/J DEFGRID3
* xyz 1 1
C -4.553 0.697 -3.002
C -3.900 -0.674 -3.004
C -2.382 -0.623 -3.048
C -1.905 -1.937 -3.654
O -0.501 -1.862 -3.850
N -1.887 -0.395 -1.582
C -0.464 -0.093 -1.295
C -0.142 1.291 -0.709
C 1.118 1.457 -0.098
C 1.566 2.688 0.358
C 0.712 3.822 0.314
N 1.149 5.024 0.807
C 0.320 6.209 0.922
C 1.178 7.248 1.669
C 2.614 6.732 1.597
C 2.493 5.224 1.321
C -0.585 3.639 -0.252
C -0.991 2.407 -0.784
C -0.004 -1.209 -0.392
C 0.327 -2.422 -0.990
C 0.847 -3.448 -0.228
C 0.872 -3.313 1.183
N 1.318 -4.358 1.923
C 1.103 -4.465 3.343
C 1.539 -5.899 3.698
C 2.221 -6.479 2.446
C 1.878 -5.531 1.294
C 0.410 -2.125 1.802
C -0.074 -1.096 1.007
H -5.616 0.633 -3.262
H -4.499 1.164 -2.013
H -4.057 1.359 -3.721
H -4.244 -1.278 -2.146
H -4.217 -1.247 -3.885
H -2.004 0.247 -3.609
H -2.203 -2.796 -3.017
H -2.387 -2.040 -4.643
H -0.198 -2.625 -4.373
H -2.518 0.275 -1.135
H -2.075 -1.269 -1.080
H 0.015 -0.193 -2.269
H 1.777 0.589 -0.011
H 2.574 2.756 0.769
H 0.047 6.587 -0.079
H -0.621 5.994 1.455
H 1.066 8.242 1.232
H 0.844 7.305 2.709
H 3.145 7.223 0.776
H 3.168 6.939 2.513
H 2.647 4.670 2.262
H 3.272 4.885 0.623
H -1.268 4.492 -0.276
H -1.970 2.340 -1.274
H 0.224 -2.554 -2.068
H 1.168 -4.382 -0.705
H 0.050 -4.275 3.614
H 1.700 -3.710 3.880
H 0.642 -6.479 3.943
H 2.209 -5.894 4.562
H 3.306 -6.509 2.573
H 1.862 -7.482 2.211
H 2.761 -5.269 0.688
H 1.154 -5.997 0.603
H 0.421 -2.034 2.892
H -0.456 -0.180 1.463
*
```

Highest occupied orbital energy: -9.8 eV
Lowest unoccupied orbital energy: -0.07394 hartree
Strongest force on any atom: 2.05 eV Å⁻¹
Energy above the lowest of the compared OMol25 structures with the same formula, charge and spin: 167.9 kJ/mol
Calculated total energy: -1213.50068 Eh
Frontier orbital gap: 7.80 eV
Structure (SMILES): CC[C@H](CO)[NH2+]C(c1ccc(N2CCCC2)cc1)c1ccc(N2CCCC2)cc1

No. 9
Molecular formula: C21H39BrN3O4
Method: DFT, ωB97M-V with the def2-TZVPD basis set

```
! wB97M-V def2-TZVPD RIJCOSX def2/J DEFGRID3
* xyz -1 1
C -2.452 3.593 3.421
C -1.755 2.206 3.698
Br -3.102 1.119 4.726
C -1.472 1.410 2.368
N -0.105 1.674 1.826
C 0.235 0.504 0.970
C 1.137 0.904 -0.259
C 0.211 1.565 -1.351
C -0.352 0.581 -2.412
C -0.775 1.166 -3.703
C -1.359 0.377 -4.779
C -1.550 -1.070 -4.583
C -1.118 -1.659 -3.321
C -0.534 -0.849 -2.242
C 0.980 -0.640 1.772
O 2.210 -0.635 1.992
O 0.220 -1.629 2.160
H -2.027 4.408 4.060
H -3.559 3.571 3.625
H -2.364 3.865 2.330
H -0.860 2.330 4.350
H -2.271 1.689 1.622
H -1.621 0.316 2.588
H 0.483 1.673 2.669
H -0.723 0.068 0.588
H 1.802 0.090 -0.634
H 1.823 1.723 0.109
H 0.766 2.398 -1.872
H -0.654 2.053 -0.815
H -0.641 2.269 -3.852
H -1.673 0.891 -5.723
H -1.994 -1.637 -5.429
H -1.250 -2.763 -3.219
H -0.238 -1.338 -1.281
C 3.264 5.980 4.900
C 3.070 4.512 4.531
C 2.210 4.306 3.271
O 0.814 4.461 3.486
C 0.348 5.797 3.428
N 2.519 3.799 5.688
H 2.366 6.424 5.333
H 4.059 6.081 5.643
H 3.550 6.569 4.025
H 4.062 4.100 4.318
H 2.339 3.270 2.942
H 2.548 4.940 2.442
H 0.883 6.391 2.683
H 0.421 6.267 4.412
H -0.707 5.770 3.154
H 2.470 2.806 5.467
H 1.541 4.073 5.775
C 0.721 -6.070 -4.694
C -0.179 -6.049 -3.462
C -0.834 -7.409 -3.159
O -1.942 -7.723 -3.993
C -1.598 -8.309 -5.235
N -1.178 -4.988 -3.622
H 0.154 -6.105 -5.626
H 1.336 -5.168 -4.728
H 1.396 -6.930 -4.671
H 0.454 -5.794 -2.606
H -1.238 -7.367 -2.143
H -0.098 -8.222 -3.168
H -0.729 -8.968 -5.151
H -1.415 -7.535 -5.984
H -2.449 -8.901 -5.575
H -1.722 -4.921 -2.764
H -1.856 -5.311 -4.311
*
```

Highest occupied orbital energy: -4.2 eV
Lowest unoccupied orbital energy: 0.08631 hartree
Strongest force on any atom: 3.68 eV Å⁻¹
Calculated total energy: -3862.77670 Eh
Frontier orbital gap: 6.50 eV

No. 10
Molecular formula: C42H45MgN11O6
Method: DFT, ωB97M-V with the def2-TZVPD basis set

```
! wB97M-V def2-TZVPD RIJCOSX def2/J DEFGRID3
* xyz 0 1
Mg 18.848 -11.218 -1.772
N 16.597 -9.676 0.105
O 16.706 -9.182 1.205
O 17.574 -10.244 -0.457
O 15.550 -9.723 -0.489
N 20.922 -12.458 -3.775
O 21.767 -11.613 -3.920
O 20.870 -13.375 -4.475
O 19.990 -12.352 -2.981
N 20.109 -10.049 4.124
C 20.452 -10.410 5.381
C 19.296 -10.970 5.939
C 18.254 -11.023 5.024
C 18.769 -10.327 3.856
H 20.750 -9.524 3.547
H 21.448 -10.200 5.741
H 19.197 -11.362 6.941
H 17.259 -11.440 5.078
H 18.336 -10.063 2.903
N 11.633 -10.068 -3.435
C 11.430 -8.905 -2.751
C 12.633 -8.238 -2.578
C 13.624 -9.031 -3.056
C 13.028 -10.214 -3.503
H 10.866 -10.646 -3.750
H 10.447 -8.738 -2.337
H 12.650 -7.229 -2.191
H 14.681 -8.816 -3.004
H 13.531 -11.035 -3.991
N 20.547 -10.837 -6.887
C 20.769 -9.981 -7.955
C 19.719 -10.197 -8.897
C 18.979 -11.259 -8.429
C 19.469 -11.652 -7.225
H 21.159 -11.068 -6.118
H 21.615 -9.343 -7.746
H 19.495 -9.677 -9.816
H 18.144 -11.727 -8.929
H 19.184 -12.454 -6.560
N 20.145 -11.798 -0.167
C 19.742 -12.052 1.124
C 20.555 -12.498 2.191
C 21.949 -12.574 1.967
C 22.452 -12.298 0.671
C 21.534 -11.960 -0.335
H 18.716 -11.854 1.396
H 20.101 -12.720 3.145
H 22.601 -12.906 2.761
H 23.488 -12.374 0.377
H 21.936 -11.751 -1.315
N 17.877 -10.724 -3.384
C 17.681 -11.558 -4.471
C 16.815 -11.246 -5.589
C 16.474 -9.996 -5.856
C 16.708 -9.046 -4.861
C 17.331 -9.416 -3.672
H 17.931 -12.604 -4.369
H 16.799 -11.952 -6.406
H 15.985 -9.707 -6.775
H 16.471 -8.009 -5.045
H 17.498 -8.616 -2.966
N 20.093 -9.609 -1.948
C 20.384 -8.793 -0.905
C 20.980 -7.550 -1.094
C 21.325 -7.062 -2.391
C 21.085 -7.942 -3.413
C 20.461 -9.159 -3.166
H 19.915 -9.027 0.039
H 21.160 -6.951 -0.214
H 21.585 -6.034 -2.598
H 21.322 -7.610 -4.412
H 20.240 -9.882 -3.937
N 17.625 -12.972 -1.559
C 16.298 -12.938 -1.305
C 15.491 -13.972 -0.812
C 16.073 -15.209 -0.604
C 17.413 -15.378 -0.968
C 18.087 -14.209 -1.321
H 15.716 -12.042 -1.149
H 14.433 -13.929 -0.597
H 15.481 -16.013 -0.193
H 17.938 -16.318 -0.888
H 19.135 -14.364 -1.532
N 17.919 -15.007 -5.249
C 18.858 -15.805 -4.575
C 18.690 -17.154 -4.603
C 17.664 -17.725 -5.360
C 16.896 -16.931 -6.156
C 17.002 -15.503 -6.151
H 19.618 -15.263 -4.032
H 19.415 -17.734 -4.051
H 17.493 -18.789 -5.431
H 16.074 -17.236 -6.786
H 16.366 -14.917 -6.797
N 17.833 -5.368 -2.974
C 16.680 -5.270 -3.602
C 15.497 -5.637 -2.993
C 15.439 -6.198 -1.725
C 16.709 -6.485 -1.132
C 17.830 -6.003 -1.772
H 16.663 -4.738 -4.541
H 14.578 -5.641 -3.560
H 14.536 -6.637 -1.328
H 16.840 -7.116 -0.265
H 18.732 -6.177 -1.203
*
```

Highest occupied orbital energy: -7.7 eV
Lowest unoccupied orbital energy: 0.00402 hartree
Strongest force on any atom: 7.18 eV Å⁻¹
Calculated total energy: -2881.06325 Eh
Frontier orbital gap: 7.82 eV

Which of these has the lowest strongest force on any atom? C3H8N2O2